One molecule with the formula C4H7NO2. Source: OMol25; level of theory: wB97M-V/def2-TZVPD.

Results
Gap between HOMO and LUMO (eV): 7.44
Calculated total energy (Eh): -361.64541
Energy relative to the best compared isomer or geometry (same formula, charge and spin) (kJ/mol): 618.15
Highest occupied orbital energy (eV): -6.84
Max |F| (eV Å⁻¹): 1.6
M (g/mol): 101.105

```
! RIJCOSX wB97M-V def2-TZVPD def2/J DEFGRID3
* xyz 0 1
O -0.163 -1.511 0.189
C 1.037 -0.774 -0.453
C -1.225 -0.630 -0.721
O -1.643 0.421 0.011
C -0.811 1.538 0.196
N 0.426 1.589 0.354
C 1.322 0.421 0.381
H -0.182 -1.407 1.189
H 1.858 -1.479 -0.406
H -0.789 -0.331 -1.687
H -1.984 -1.391 -0.808
H -1.450 2.416 0.279
H 2.293 0.778 0.025
H 1.448 0.233 1.472
*
```

Charge distribution, Löwdin scheme, values in e:
1. O -0.0733
2. C -0.2098
3. C -0.0925
4. O -0.0328
5. C -0.1965
6. N 0.0771
7. C -0.2939
8. H 0.1642
9. H 0.0488
10. H 0.1331
11. H 0.1257
12. H 0.1266
13. H 0.1085
14. H 0.1149